Formula: C2HN3S2
Source: the Open Molecules 2025 dataset
Level of theory: ωB97M-V with the def2-TZVPD basis set

Structure (XYZ):
```
8
Properties=species:S:1:pos:R:3:forces:R:3:nbo_charge:R:1
N 1.87654 0.39358 1.62682 -0.311 -1.007 0.263 -0.194
C 1.11004 -0.46658 1.52995 0.668 1.431 -0.176 0.175
C 0.02522 -1.29268 1.33403 -0.279 -0.840 0.714 0.180
N -0.84798 -2.03359 1.44321 -0.030 0.102 -0.359 -0.196
S 0.96144 1.42234 -0.98550 1.039 2.009 -0.904 0.402
N -0.06089 0.31373 -1.01338 -1.781 -2.518 0.790 -0.794
S -1.62861 0.28119 -1.62493 1.201 -0.249 0.383 0.346
H -1.43575 1.38201 -2.31021 -0.507 1.071 -0.710 0.081
```
Forces are in eV/Å.

SMILES string: N#CC#N.S=NS
ΔE to the lowest compared entry with this formula, charge and spin, kcal/mol: 19.4
E_HOMO (alpha / beta), eV: -8.612 / -8.612

Formula: C2HN4OS
Source: the Open Molecules 2025 dataset
Level of theory: ωB97M-V with the def2-TZVPD basis set

Structure (XYZ):
```
9
Properties=species:S:1:pos:R:3:forces:R:3:nbo_charge:R:1
O 1.60561 0.72358 1.54877 -0.163 0.083 1.319 -0.677
C 1.01456 0.03770 0.72494 0.975 0.955 -0.660 0.446
N 0.69495 -1.22927 0.78313 -0.962 -1.466 1.040 -0.417
N -0.10710 -2.06983 0.23507 0.088 -0.122 -0.160 0.035
N -1.35880 -1.96357 -0.03415 2.068 -3.354 -0.799 -0.218
N -2.02126 -0.85675 0.08108 1.602 1.215 0.747 -0.271
C -3.09880 -0.44671 0.15978 -0.921 1.469 0.084 0.213
S -4.36503 0.46131 0.25448 -1.962 0.788 0.091 -0.179
H 1.07355 0.44403 -0.26164 -0.724 0.432 -1.661 0.069
```
Forces are in eV/Å.

Total charge: -1
SMILES string: [O-]/C=N/N=N\N=C=S
ΔE to the lowest compared entry with this formula, charge and spin, kcal/mol: 60.1
E_HOMO, eV: -4.337

Formula: C2HN4S
Source: the Open Molecules 2025 dataset
Level of theory: ωB97M-V with the def2-TZVPD basis set

Structure (XYZ):
```
8
Properties=species:S:1:pos:R:3:forces:R:3:mulliken_spin:R:1
C -1.03342 2.07975 0.71651 -0.686 -0.324 -1.248 -0.053
C -0.60833 0.87088 0.15343 0.575 -0.590 0.037 0.450
N 2.21678 0.39081 -0.32996 0.634 0.776 -2.240 0.546
N -1.76134 2.93658 1.01063 0.464 0.793 0.652 0.204
N 2.87431 -0.22277 0.41649 -2.437 1.277 -0.388 -0.136
N 3.11360 -0.75640 1.39358 2.038 -2.050 2.508 0.481
S -1.45967 -0.51147 0.57881 -0.311 -0.802 0.192 0.502
H 0.19450 0.69261 -0.57400 -0.277 0.920 0.487 0.005
```
Forces are in eV/Å.

Total charge: -1
Expectation value of S²: 2.03
ΔE to the lowest compared entry with this formula, charge and spin, kcal/mol: 35.1
Spin multiplicity: 3
E_HOMO (alpha / beta), eV: -2.250 / -3.447

Formula: C2HN5O
Source: the Open Molecules 2025 dataset
Level of theory: ωB97M-V with the def2-TZVPD basis set

Structure (XYZ):
```
9
Properties=species:S:1:pos:R:3:forces:R:3:nbo_charge:R:1
O 1.19618 1.76116 -0.52336 -1.582 -0.769 -1.301 -0.464
C 0.66439 0.73591 -0.87528 2.356 0.533 2.662 0.676
N -0.56758 0.36449 -1.40462 -1.806 -0.870 0.961 -0.111
N -1.36924 -0.17019 -0.55449 -0.291 0.788 -1.351 -0.129
C -1.02063 -0.30529 0.77224 4.683 -0.165 -0.242 0.162
N 0.19518 -0.65391 1.19289 -2.746 0.235 1.833 -0.250
N 1.16348 -1.11248 0.44277 -0.139 1.120 -3.200 0.072
N 1.36223 -0.50170 -0.65826 1.211 -1.115 0.294 -0.185
H -1.62400 -0.11800 1.60810 -1.685 0.244 0.345 0.229
```
Forces are in eV/Å.

SMILES string: O=c1nncnnn1
ΔE to the lowest compared entry with this formula, charge and spin, kcal/mol: 78.1
E_HOMO, eV: -10.427

Formula: C2HN5O
Source: the Open Molecules 2025 dataset
Level of theory: ωB97M-V with the def2-TZVPD basis set

Structure (XYZ):
```
9
Properties=species:S:1:pos:R:3:forces:R:3:nbo_charge:R:1
O -2.16404 -0.37115 -0.24219 -2.469 -1.124 0.167 -0.449
C -1.05283 -0.19328 -0.47628 4.617 0.822 0.249 0.686
N -0.48595 1.19020 -0.32207 -1.885 -0.640 -2.064 -0.134
N 0.44669 1.59717 0.32913 1.950 0.648 0.700 -0.125
C 1.13460 0.65588 1.14081 -2.816 -1.232 3.578 0.172
N 1.16917 -0.59437 0.91400 0.549 -0.772 -2.033 -0.259
N 1.09640 -1.13872 -0.41795 -2.334 0.077 -0.912 0.047
N 0.02487 -1.14346 -1.12734 1.409 1.680 3.002 -0.166
H 1.06341 0.81779 2.31992 0.979 0.540 -2.687 0.228
```
Forces are in eV/Å.

SMILES string: O=c1nncnnn1
ΔE to the lowest compared entry with this formula, charge and spin, kcal/mol: 92.0
E_HOMO, eV: -9.592

Formula: C2HNO2
Source: the Open Molecules 2025 dataset
Level of theory: ωB97M-V with the def2-TZVPD basis set

Structure (XYZ):
```
6
Properties=species:S:1:pos:R:3:forces:R:3:nbo_charge:R:1
C 1.16711 0.55649 0.53863 0.495 1.214 -1.813 0.862
C -2.06274 0.31870 1.61943 0.835 -0.683 -1.034 0.536
N 0.93778 1.02227 -0.56502 0.900 0.373 0.978 -0.776
O 1.58500 0.28373 1.56347 0.380 -0.829 2.124 -0.484
O -1.41214 -0.18283 0.83136 -1.077 0.601 1.113 -0.534
H 0.22024 0.58925 -1.05378 -1.534 -0.677 -1.369 0.396
```
Forces are in eV/Å.

ΔE to the lowest compared entry with this formula, charge and spin, kcal/mol: 8.0
E_HOMO, eV: -11.080

Formula: C2HNO2
Source: the Open Molecules 2025 dataset
Level of theory: ωB97M-V with the def2-TZVPD basis set

Structure (XYZ):
```
6
Properties=species:S:1:pos:R:3:forces:R:3:nbo_charge:R:1
N -0.48833 2.14573 0.79573 -0.392 2.152 0.542 -0.235
C -0.31222 1.12560 0.34177 0.317 -2.002 0.155 0.136
C -0.03861 -0.31373 0.10241 -1.486 2.790 0.888 0.718
O -0.37496 -1.13797 0.88231 0.239 -1.031 0.245 -0.512
O 0.51667 -0.41436 -1.06053 1.244 -3.115 -0.932 -0.611
H 0.69744 -1.40527 -1.06169 0.078 1.206 -0.898 0.504
```
Forces are in eV/Å.

SMILES string: N#CC(=O)O
ΔE to the lowest compared entry with this formula, charge and spin, kcal/mol: 16.6
E_HOMO, eV: -12.168

Formula: C2HNO2S
Source: the Open Molecules 2025 dataset
Level of theory: ωB97M-V with the def2-TZVPD basis set

Structure (XYZ):
```
7
Properties=species:S:1:pos:R:3:forces:R:3:nbo_charge:R:1
C 1.43580 -0.21287 0.53920 -3.139 -0.265 -1.548 0.076
C 0.08828 -0.09817 -0.15841 1.477 0.902 0.729 0.018
N 1.46057 -0.55676 -0.67549 -1.466 0.736 -0.118 -0.289
O -2.84936 -0.12942 0.19058 1.160 0.659 0.396 -0.847
O -0.56687 1.17964 -0.54041 1.003 -0.500 0.677 -0.674
S -1.71328 0.00535 -0.69850 0.943 -1.679 -0.582 1.490
H 2.14485 -0.18777 1.34303 0.021 0.147 0.447 0.227
```
Forces are in eV/Å.

ΔE to the lowest compared entry with this formula, charge and spin, kcal/mol: 124.7
E_HOMO, eV: -9.918